# 1
Entry from OMol25: an isolated molecule of C2H4N4O2 (ωB97M-V/def2-TZVPD).

Each line ends with the Löwdin charge.
Positions of all 12 atoms, in Å:
1 N -0.9778 -1.3783 -1.0403  0.0759
2 N -0.9278 -0.3954 -0.0964  -0.1183
3 O -0.8572 -1.0573 1.1872  0.0529
4 C -0.1077 -0.2578 1.8932  -0.1679
5 N 0.5975 0.6884 1.2518  0.1480
6 C 0.1995 0.4492 -0.1177  -0.4014
7 N 0.5856 0.8896 -1.2264  -0.0034
8 O 1.7038 1.6689 -1.2276  -0.0677
9 H -1.7908 -1.1128 -1.6927  0.1382
10 H -0.1657 -1.2410 -1.6291  0.0740
11 H 0.0712 -0.2957 2.9358  0.1269
12 H 1.6694 2.0421 -0.2377  0.1428

## Properties
Kohn-Sham gap, Eh: 0.34800
ΔE to the lowest compared entry with this formula, charge and spin, kcal/mol: 96.43
DFT total energy, Eh: -447.948738
Spin multiplicity: 1
E_LUMO, eV: 0.57
SMILES: Nn1ocn/c1=N\O

# 2
Entry from OMol25: C46H65Br9N5O12 as an isolated structure (ωB97M-V/def2-TZVPD).

Each line ends with the Löwdin charge.
Positions of all 137 atoms, in Å:
1 C 14.9626 -17.5458 -11.6645  -0.0767
2 C 15.3566 -17.5304 -10.1897  -0.2413
3 C 14.2512 -18.0027 -9.2315  -0.1600
4 C 13.4576 -19.2463 -9.6242  -0.0760
5 N 12.1638 -19.3696 -8.8455  -0.1557
6 C 11.4398 -20.5002 -9.5452  -0.1019
7 C 12.0709 -21.7653 -8.9206  -0.1314
8 C 11.9363 -21.3506 -7.4802  -0.1473
9 C 12.1968 -19.8518 -7.4219  -0.0721
10 C 11.2795 -18.1514 -8.9905  -0.1481
11 C 11.0706 -17.6160 -10.3784  -0.2446
12 C 10.2628 -16.3213 -10.2961  -0.1071
13 H 15.8514 -17.1747 -12.1792  0.0588
14 H 14.0919 -16.9379 -11.8998  0.0231
15 H 14.7599 -18.5768 -11.9607  0.0840
16 H 15.7835 -16.6038 -9.7964  0.0523
17 H 16.2195 -18.1785 -9.9827  0.0571
18 H 13.4914 -17.2259 -9.1262  0.0854
19 H 14.7054 -18.1368 -8.2483  0.1089
20 H 13.9335 -20.2101 -9.4647  0.1271
21 H 13.1158 -19.1765 -10.6513  0.1100
22 H 10.3805 -20.5284 -9.2915  0.1003
23 H 11.4367 -20.3515 -10.6243  0.1287
24 H 11.4122 -22.6175 -9.0860  0.1225
25 H 13.0954 -22.0216 -9.1925  0.0504
26 H 10.9565 -21.6816 -7.1239  0.1023
27 H 12.5422 -21.8835 -6.7362  0.1176
28 H 11.5129 -19.4189 -6.6948  0.1199
29 H 13.1929 -19.5879 -7.0736  0.1130
30 H 11.7425 -17.4269 -8.3148  0.0800
31 H 10.3503 -18.3446 -8.4519  0.0898
32 H 10.6069 -18.2848 -11.1136  0.0796
33 H 11.9968 -17.4596 -10.9418  0.0604
34 H 10.8901 -15.5939 -9.7820  0.0306
35 H 9.3267 -16.4380 -9.7432  0.0832
36 H 9.9126 -16.0599 -11.2919  0.0346
37 C 12.6488 -16.9690 -14.3675  -1.4994
38 Br 11.2391 -18.3256 -14.3452  0.5781
39 Br 12.0382 -15.5092 -13.1531  0.5914
40 Br 12.9053 -16.2142 -16.1283  0.6139
41 H 13.6041 -17.2817 -13.9733  -0.0455
42 C 13.1871 -12.9445 -8.8941  -1.4977
43 Br 14.6435 -14.2020 -9.1290  0.6685
44 Br 11.9696 -13.7529 -7.6295  0.6201
45 Br 12.3748 -12.7586 -10.6698  0.5918
46 H 13.5315 -11.9982 -8.5065  -0.0101
47 C 15.9835 -25.1272 -8.6802  -1.5228
48 Br 17.8868 -25.3754 -8.7687  0.6160
49 Br 15.0182 -26.6968 -9.3894  0.5653
50 Br 15.5762 -23.5229 -9.7633  0.5826
51 H 15.6633 -24.8995 -7.6754  -0.0392
52 C 7.6047 -20.8502 -12.8847  -0.0249
53 C 7.1670 -19.8246 -13.6938  -0.0183
54 C 7.1452 -18.5126 -13.2293  -0.3336
55 C 7.6394 -18.2483 -11.9644  -0.0005
56 C 8.0535 -19.2754 -11.1113  -0.0025
57 C 8.1021 -20.5628 -11.6179  -0.3173
58 O 8.6310 -21.5680 -10.8554  -0.0194
59 O 6.6893 -17.4750 -13.9819  0.0533
60 H 7.5533 -21.9038 -13.1350  0.1149
61 H 6.8615 -20.0771 -14.7051  0.1206
62 H 7.7082 -17.2199 -11.6399  0.1141
63 H 8.3004 -19.1190 -10.0665  0.1031
64 H 9.0120 -22.3357 -11.3393  0.0807
65 H 6.0425 -17.7590 -14.6340  0.1100
66 C 14.0832 -20.7496 -4.1251  -0.0179
67 C 13.4978 -21.8325 -3.4779  -0.0011
68 C 14.1393 -23.0617 -3.6218  -0.3100
69 C 15.1359 -23.2666 -4.5800  0.0002
70 C 15.5446 -22.1716 -5.3419  -0.0233
71 C 15.0260 -20.9149 -5.1319  -0.3378
72 O 15.4867 -19.8488 -5.8603  0.0194
73 O 13.4860 -24.1941 -3.1265  0.0062
74 H 13.8257 -19.7170 -3.9070  0.1014
75 H 12.6982 -21.7258 -2.7613  0.1177
76 H 15.5193 -24.2646 -4.7308  0.1161
77 H 16.2456 -22.3988 -6.1346  0.0966
78 H 16.4440 -19.9519 -5.9989  0.0887
79 H 13.9349 -24.5912 -2.3711  0.1061
80 C 12.4514 -23.4658 -12.5217  -0.0126
81 C 13.5473 -24.2586 -12.8564  -0.0165
82 C 13.3046 -25.5800 -13.2366  -0.3233
83 C 12.0003 -26.0471 -13.2881  -0.0231
84 C 10.9161 -25.2600 -12.9609  -0.0102
85 C 11.1567 -23.9162 -12.7109  -0.2994
86 O 10.0927 -23.0225 -12.5582  -0.0112
87 O 14.3514 -26.3746 -13.6019  0.0521
88 H 12.6101 -22.4122 -12.3206  0.1151
89 H 14.5525 -23.8808 -12.9752  0.1128
90 H 11.8368 -27.1009 -13.5062  0.1225
91 H 9.9050 -25.6307 -13.0747  0.1226
92 H 9.5514 -23.0863 -13.3549  0.1098
93 H 14.0317 -27.1531 -14.0696  0.1081
94 C 15.8239 -13.8841 -12.3419  -0.0526
95 C 16.8565 -14.7741 -12.1511  -0.0494
96 C 17.3692 -15.4993 -13.2236  -0.3377
97 C 16.8282 -15.3669 -14.4819  -0.0051
98 C 15.8709 -14.3635 -14.7226  -0.0137
99 C 15.3876 -13.6387 -13.6499  -0.3268
100 O 14.4650 -12.6494 -13.8813  0.0225
101 O 18.1754 -16.6267 -13.0032  -0.0024
102 H 15.4397 -13.3751 -11.4670  0.0289
103 H 17.1878 -14.9290 -11.1285  0.1113
104 H 17.1462 -16.0022 -15.2957  0.1214
105 H 15.4425 -14.2243 -15.7029  0.1029
106 H 13.9038 -12.5371 -13.1054  0.0371
107 H 18.9451 -16.3221 -12.5033  0.1057
108 C 17.5501 -20.2317 -8.9955  -0.0234
109 C 17.7871 -20.1511 -10.3626  -0.0115
110 C 18.7260 -21.0150 -10.9445  -0.3150
111 C 19.3173 -21.9883 -10.1590  -0.0165
112 C 19.0951 -22.0364 -8.7877  -0.0612
113 C 18.1766 -21.1953 -8.2192  -0.3261
114 O 18.1521 -21.1040 -6.8332  0.0037
115 O 19.1031 -20.9290 -12.2525  0.0612
116 H 16.8192 -19.5217 -8.6239  0.0977
117 H 17.3657 -19.2751 -10.8457  0.0923
118 H 19.8492 -22.7469 -10.7250  0.1283
119 H 19.5999 -22.8253 -8.2453  0.1010
120 H 18.3487 -21.9169 -6.3614  0.1012
121 H 18.6618 -20.1871 -12.6789  0.1062
122 C 12.2882 -17.0118 -5.4492  -0.6400
123 O 12.3805 -17.0036 -6.6759  -0.0398
124 N 13.4186 -17.0693 -4.6615  0.1736
125 N 11.0903 -17.0026 -4.7967  0.1764
126 H 13.3221 -16.8112 -3.6977  0.1001
127 H 14.2663 -16.9446 -5.1826  0.1087
128 H 10.2883 -17.0975 -5.3923  0.1036
129 H 10.9767 -16.7315 -3.8413  0.1000
130 C 8.6041 -20.3331 -7.1598  -0.6197
131 O 9.0540 -19.3066 -7.7089  -0.0329
132 N 8.1282 -21.3810 -7.9101  0.1850
133 N 8.5943 -20.5048 -5.8076  0.1728
134 H 8.2055 -21.3480 -8.9173  0.0635
135 H 8.0831 -22.2972 -7.5026  0.1043
136 H 8.0640 -21.2528 -5.4053  0.1029
137 H 8.8116 -19.7053 -5.2411  0.1019

## Properties
Charge: +1
Kohn-Sham gap, Eh: 0.29137
ΔE to the lowest compared entry with this formula, charge and spin, kcal/mol: 0.00
DFT total energy, Eh: -26134.407738
Spin multiplicity: 1
E_LUMO, eV: -1.99

# 3
Entry from OMol25: a 7-piece molecular cluster, H14O7 overall (ωB97M-V/def2-TZVPD).

Each line ends with the Löwdin charge.
Positions of all 21 atoms, in Å:
1 O -0.0298 -0.6035 0.2230  -0.0639
2 H 0.6290 -0.5676 -0.4532  0.0098
3 H -0.7970 -0.1962 -0.2753  0.0546
4 O -3.0776 -2.5446 -0.0853  -0.1103
5 H -2.4809 -3.0591 0.5016  0.0434
6 H -2.8409 -3.0587 -0.9443  0.0840
7 O 4.3571 -1.8692 -1.4457  -0.0821
8 H 3.7220 -2.3212 -0.8962  0.0106
9 H 4.2296 -0.9087 -1.1481  0.0698
10 O -3.5988 0.8411 1.2405  -0.1196
11 H -4.5018 0.7466 0.8012  0.0880
12 H -2.9414 0.3456 0.7216  0.0146
13 O 3.4971 0.0872 2.5495  -0.0905
14 H 2.8921 -0.7404 2.4635  0.0908
15 H 3.1030 0.8475 2.1475  -0.0003
16 O -3.9903 1.4478 -0.8627  -0.1094
17 H -3.5294 0.7998 -1.4834  0.0844
18 H -3.2071 1.6829 -0.3516  0.0240
19 O 2.5236 2.9934 -0.8542  -0.0356
20 H 3.1782 3.0364 -0.1415  0.0444
21 H 2.8631 3.0409 -1.7069  -0.0069

## Properties
Kohn-Sham gap, Eh: 0.37164
ΔE to the lowest compared entry with this formula, charge and spin, kcal/mol: 85.77
DFT total energy, Eh: -534.987154
Spin multiplicity: 1
E_LUMO, eV: -0.19
SMILES: O.O.O.O.O.O.O

# 4
Entry from OMol25: C3H6F3N4NiO3S6 as an isolated structure (ωB97M-V/def2-TZVPD).

Each line ends with the Löwdin charge.
Positions of all 26 atoms, in Å:
1 Ni 0.1093 0.2781 -0.1605  -0.0771
2 N -0.2379 0.6710 2.1053  -0.0047
3 N -0.1250 -0.4396 2.9340  -0.0811
4 C -0.3000 -1.7027 2.4715  -0.9070
5 N -0.1834 -2.6435 3.4718  0.0522
6 S -0.6477 -2.1076 0.9149  0.6871
7 H 0.5334 1.3123 2.2511  0.0812
8 H -1.1283 1.1363 2.2282  0.0917
9 H -0.1297 -0.2938 3.9314  0.1410
10 H 0.5008 -2.4490 4.1888  0.0888
11 H -0.1371 -3.5812 3.1075  0.0718
12 S 2.3662 -0.0103 0.5158  -0.0181
13 S 3.5049 -0.6136 -1.0539  -0.1178
14 S 2.7898 -2.5267 -1.4614  -0.1377
15 S 2.7074 -2.7775 -3.3936  -0.0750
16 F -1.3970 4.3021 -1.9828  0.1144
17 C -2.1756 3.2501 -1.7001  -0.6549
18 F -1.8903 2.2855 -2.5824  0.1059
19 F -3.4466 3.6218 -1.9073  0.1109
20 S -1.9196 2.6761 0.0548  0.4539
21 O -2.9533 3.3565 0.7934  -0.3144
22 O -2.1003 1.2255 -0.0344  -0.3645
23 O -0.5615 3.0770 0.3623  -0.3292
24 N 0.5005 -0.0741 -3.1550  0.1561
25 C 0.3190 0.0145 -2.0082  -0.1351
26 H 0.8586 -0.3754 -4.0348  0.0617

## Properties
Expectation value of S²: 2.01
Charge: -1
Kohn-Sham gap (alpha / beta), Eh: 0.24680 / 0.19946
ΔE to the lowest compared entry with this formula, charge and spin, kcal/mol: 35.03
DFT total energy, Eh: -4759.799180
Spin multiplicity: 3
E_LUMO (alpha / beta), eV: 2.49 / 1.21

# 5
Entry from OMol25: C27H30IN7O4RhS2Si as an isolated structure (ωB97M-V/def2-TZVPD).

Each line ends with the Löwdin charge.
Positions of all 73 atoms, in Å:
1 Rh 0.0166 -1.0261 0.1881  1.2121
2 C 3.2851 2.6604 1.5576  -0.0125
3 C 1.9155 2.8058 0.9821  -0.3095
4 C 1.5304 3.9850 0.3419  -0.0137
5 C 0.2581 4.0634 -0.1961  -0.0400
6 C -0.5866 2.9756 -0.1133  -0.0190
7 C -0.1377 1.8130 0.5346  -0.4292
8 N 1.0835 1.7846 1.0906  0.0955
9 N -0.9116 0.6903 0.5754  -0.1558
10 Si -2.4880 0.8405 1.3508  0.5419
11 C -3.3298 -0.8744 1.1346  -0.1787
12 C -3.6811 2.1441 0.6265  -0.1586
13 C -2.1323 1.1923 3.1962  -0.1399
14 H 4.0145 2.7605 0.7546  0.0906
15 H 3.4254 1.6848 2.0123  0.0716
16 H 3.4858 3.4385 2.2916  0.0885
17 H 2.2149 4.8148 0.2918  0.1168
18 H -0.0767 4.9626 -0.6909  0.1155
19 H -1.5503 2.9805 -0.5886  0.0913
20 H -3.7299 -2.4195 -0.2732  -0.0187
21 H -4.4053 -0.7277 1.1916  0.0909
22 H -3.0439 -1.5295 1.9562  0.0783
23 H -3.7145 2.1642 -0.4585  0.0257
24 H -3.4369 3.1404 0.9784  0.0333
25 H -4.6868 1.9293 0.9731  0.0365
26 H -1.6030 0.3692 3.6656  0.0055
27 H -3.0489 1.3560 3.7513  0.0322
28 H -1.5225 2.0841 3.2998  0.0329
29 C -3.2477 -0.6979 -1.4130  -0.0353
30 C -3.0015 -1.5601 -0.1748  -0.5253
31 N -1.6943 -2.1275 -0.1419  0.0172
32 C -1.4817 -3.4081 -0.4504  -0.2546
33 C -2.4308 -4.3530 -0.8512  -0.4294
34 S -4.1030 -4.2086 -0.9590  0.8822
35 C -0.0931 -3.8494 -0.3504  -0.3088
36 C 0.4107 -5.1161 -0.4276  -0.2980
37 S 2.0981 -5.1126 -0.1453  1.1688
38 C 2.0587 -3.4012 0.0827  -0.5589
39 N 0.8614 -2.8954 -0.0715  -0.0545
40 C 3.3008 -2.6826 0.4290  -0.0547
41 H -2.5206 0.1103 -1.4777  0.0542
42 H -4.2440 -0.2678 -1.3618  0.0960
43 H -3.1743 -1.3046 -2.3137  0.0843
44 H -2.0526 -5.3178 -1.1493  0.0526
45 H -0.0957 -6.0433 -0.5984  0.0818
46 H 4.0088 -3.3552 0.9072  0.0881
47 H 3.0816 -1.8343 1.0747  0.0758
48 H 3.7777 -2.2815 -0.4674  0.0999
49 I 0.9374 -2.1103 6.6334  0.8778
50 C 0.8863 -1.3992 4.6670  -0.7390
51 C 1.6121 -0.3456 4.1363  -0.1140
52 N 1.2803 -0.2555 2.8444  0.0163
53 N 0.3762 -1.1771 2.5171  -0.0066
54 C 0.1216 -1.8920 3.6032  -0.1847
55 H 2.3336 0.2989 4.5996  0.1278
56 H 1.4715 0.4950 2.1339  0.0876
57 H -0.5923 -2.6893 3.6038  0.1125
58 O 3.8899 0.3940 -0.9062  0.0663
59 C 2.6837 0.2497 -1.0236  -0.5996
60 O 1.9515 -0.2311 -0.0963  -0.1871
61 C 2.0156 0.6985 -2.3166  -0.1035
62 C 2.7545 1.4778 -3.2047  0.0203
63 C 2.1745 1.9298 -4.3734  0.0332
64 C 0.8451 1.6236 -4.6293  -0.1368
65 C 0.1015 0.8264 -3.7669  0.0181
66 C 0.7054 0.3537 -2.6201  -0.0258
67 N 0.2068 2.1535 -5.8185  -0.3626
68 O -0.9920 2.0104 -5.9109  0.0866
69 O 0.9059 2.7134 -6.6276  0.1030
70 H 3.7797 1.7151 -2.9638  0.1274
71 H 2.7201 2.5231 -5.0907  0.1264
72 H -0.9226 0.5981 -4.0210  0.1185
73 H 0.1519 -0.3170 -1.9347  0.0726

## Properties
Charge: +1
Kohn-Sham gap (alpha / beta), Eh: 0.18747 / 0.18717
ΔE to the lowest compared entry with this formula, charge and spin, kcal/mol: 123.62
DFT total energy, Eh: -3224.927782
Spin multiplicity: 1
E_LUMO (alpha / beta), eV: -5.69 / -5.71

no.,M (g mol⁻¹)
1,116.1
2,1599.2
3,126.1
4,454.2
5,838.6